a.
Here is an isolated molecule of C3H5FN2S from the Open Molecules 2025 dataset. Energies are from ωB97M-V with the def2-TZVPD basis set.

## Properties
LUMO level	0.72	eV
SMILES	NC(=S)N/C=C\F
HOMO energy	-8.67	eV
HOMO-LUMO gap	9.39	eV

The geometry in ORCA input format:
```
! wB97M-V def2-TZVPD RIJCOSX def2/J DEFGRID3
* xyz 0 1
C 0.932 -0.091 0.069
C -1.280 1.199 0.241
C -2.230 0.319 0.210
H -0.939 -1.347 0.022
H 0.620 -2.038 0.601
H 0.603 1.687 -0.406
H -1.438 2.042 0.840
H -3.177 0.542 0.701
N 0.087 -1.233 0.377
N 0.010 0.888 -0.363
F -2.429 -0.810 -0.449
S 2.561 0.015 -0.059
*
```

Here are the Löwdin charges for atoms 1 to 4, given in e: atom 1 (C): -0.913, atom 2 (C): -0.070, atom 3 (C): -0.187, atom 4 (H): 0.103

---

b.
Here is an isolated molecule of C3H5FN2S from the Open Molecules 2025 dataset. Energies are from ωB97M-V with the def2-TZVPD basis set.

## Properties
LUMO level	-0.12	eV
SMILES	NN(C=S)/C=C\F
HOMO energy	-8.75	eV
HOMO-LUMO gap	8.63	eV

The geometry in ORCA input format:
```
! wB97M-V def2-TZVPD RIJCOSX def2/J DEFGRID3
* xyz 0 1
C 1.858 0.679 -0.019
C -0.033 -0.932 0.140
C -1.360 -1.237 0.087
H -0.569 1.543 0.923
H -1.304 1.290 -0.814
H 2.009 1.796 0.404
H 0.482 -1.824 0.340
H -1.619 -2.273 -0.095
N -0.459 1.491 -0.159
N 0.501 0.438 -0.145
F -2.371 -0.338 -0.391
S 2.867 -0.635 -0.272
*
```

Here are the Löwdin charges for atoms 1 to 4, given in e: atom 1 (C): -0.632, atom 2 (C): -0.083, atom 3 (C): -0.065, atom 4 (H): 0.136

---

Relative to the most stable one, in kJ/mol, the structures come out at a 0.0; b 211.4.

---

a.
Here is a 2-piece molecular cluster, C3H11NOS overall from the Open Molecules 2025 dataset. Energies are from ωB97M-V with the def2-TZVPD basis set.

## Properties
LUMO level (alpha / beta)	-3.67 / -9.18	eV
HOMO energy (alpha / beta)	-14.42 / -13.66	eV
HOMO-LUMO gap (alpha / beta)	10.75 / 4.48	eV

The geometry in ORCA input format:
```
! wB97M-V def2-TZVPD RIJCOSX def2/J DEFGRID3
* xyz 1 2
C 1.181 2.379 0.802
C 0.637 1.393 1.849
S -0.489 0.099 1.283
H 1.568 1.828 -0.069
H 0.493 3.012 0.213
H 1.926 3.058 1.197
H 0.126 1.887 2.600
H 1.220 0.733 2.493
H -1.335 0.963 0.840
N -1.289 -1.283 -1.887
C -0.228 -2.207 -1.331
O -0.641 -2.835 -0.191
H -1.901 -1.850 -2.521
H -0.935 -0.555 -2.384
H 0.671 -1.530 -1.056
H 0.067 -2.981 -2.140
H -1.071 -2.110 0.303
*
```

Here are the Löwdin charges for atoms 1 to 4, given in e: atom 1 (C): -0.103, atom 2 (C): -0.486, atom 3 (S): 1.114, atom 4 (H): 0.080

---

b.
Here is a 2-piece molecular cluster, C3H11NOS overall from the Open Molecules 2025 dataset. Energies are from ωB97M-V with the def2-TZVPD basis set.

## Properties
LUMO level (alpha / beta)	-3.52 / -8.78	eV
HOMO energy (alpha / beta)	-14.77 / -14.09	eV
HOMO-LUMO gap (alpha / beta)	11.25 / 5.31	eV

The geometry in ORCA input format:
```
! wB97M-V def2-TZVPD RIJCOSX def2/J DEFGRID3
* xyz 1 2
C -1.015 -0.852 1.939
C -0.766 -0.209 0.603
C 0.020 1.139 0.795
S -0.846 2.379 -0.106
N 0.020 -1.027 -0.318
H -1.785 -0.313 2.493
H -1.369 -1.863 1.764
H -0.126 -0.953 2.561
H -1.734 0.050 0.125
H 1.034 1.031 0.449
H -0.051 1.456 1.834
H -0.150 2.349 -1.261
H -0.626 -1.585 -0.871
H 0.455 -0.439 -1.026
H 2.108 -0.816 -3.618
H 2.753 -0.275 -2.354
O 2.077 -0.072 -3.009
*
```

Here are the Löwdin charges for atoms 1 to 4, given in e: atom 1 (C): -0.039, atom 2 (C): -0.486, atom 3 (C): -0.450, atom 4 (S): 1.106

---

Relative to the most stable one, in kJ/mol, the structures come out at a 139.7; b 0.0.

---

a.
Here is C12H48N24O12 as an isolated structure from the Open Molecules 2025 dataset. Energies are from ωB97M-V with the def2-TZVPD basis set.

## Properties
LUMO level	-0.23	eV
HOMO energy	-8.59	eV
HOMO-LUMO gap	8.36	eV

The geometry in ORCA input format:
```
! wB97M-V def2-TZVPD RIJCOSX def2/J DEFGRID3
* xyz 0 1
C -0.903 -3.206 4.589
O -0.559 -2.072 4.262
N -0.256 -4.340 4.272
N -2.060 -3.455 5.249
H 0.675 -4.136 3.949
H -0.493 -5.179 4.771
H -2.464 -4.374 5.300
H -2.645 -2.658 5.439
C 4.987 1.132 -0.118
O 5.454 0.774 -1.183
N 4.896 0.314 0.972
N 4.308 2.277 -0.012
H 4.963 -0.678 0.839
H 4.354 0.764 1.691
H 3.898 2.604 0.846
H 3.929 2.651 -0.867
C -4.213 0.311 -3.544
O -5.231 0.257 -2.867
N -2.942 0.124 -3.098
N -4.147 0.561 -4.880
H -2.871 -0.239 -2.153
H -2.217 0.138 -3.795
H -3.259 0.632 -5.345
H -5.007 0.539 -5.401
C -2.896 -4.908 2.238
O -2.515 -5.661 1.367
N -2.735 -3.548 2.259
N -3.771 -5.228 3.233
H -3.184 -3.042 2.990
H -2.408 -3.266 1.348
H -3.956 -4.528 3.921
H -4.378 -6.024 3.136
C -2.853 -2.502 -0.874
O -2.256 -1.431 -0.686
N -2.234 -3.699 -1.110
N -4.191 -2.474 -0.789
H -1.233 -3.741 -1.037
H -2.769 -4.535 -0.939
H -4.481 -1.601 -0.345
H -4.671 -3.347 -0.647
C 2.895 1.330 3.767
O 2.432 2.468 3.931
N 2.454 0.514 2.817
N 3.824 0.717 4.562
H 2.641 -0.469 2.870
H 1.960 0.903 2.015
H 4.060 -0.245 4.411
H 4.402 1.336 5.106
C 1.339 4.009 -2.387
O 0.794 3.150 -3.092
N 0.912 4.196 -1.128
N 2.101 5.010 -2.880
H 0.283 3.458 -0.854
H 1.155 4.947 -0.508
H 2.478 4.864 -3.803
H 2.517 5.764 -2.363
C 0.632 0.464 -0.074
O 1.251 1.435 0.433
N 0.134 -0.580 0.604
N 0.476 0.428 -1.397
H 0.263 -0.431 1.596
H -0.493 -1.286 0.238
H 0.593 1.340 -1.817
H -0.189 -0.279 -1.676
C -3.856 0.189 1.711
O -4.545 -0.691 1.167
N -4.215 1.278 2.389
N -2.549 -0.112 1.821
H -3.414 1.714 2.846
H -5.131 1.686 2.418
H -1.904 0.622 2.070
H -2.292 -0.809 1.138
C 0.288 0.274 -5.791
O -0.903 0.323 -5.454
N 0.621 -0.328 -6.934
N 1.272 0.528 -4.892
H 1.617 -0.480 -6.952
H -0.061 -0.604 -7.614
H 2.223 0.481 -5.216
H 0.948 1.220 -4.232
C 4.651 2.013 -4.471
O 4.757 2.634 -5.518
N 5.724 1.477 -3.876
N 3.494 1.810 -3.745
H 5.722 0.928 -3.031
H 6.589 1.788 -4.284
H 2.543 1.978 -4.004
H 3.664 1.143 -3.007
C -0.693 2.087 3.581
O -1.783 2.525 3.162
N 0.447 2.743 3.814
N -0.547 0.793 3.959
H 0.398 3.727 3.600
H 1.298 2.200 3.810
H -1.308 0.137 3.930
H 0.363 0.475 4.252
*
```

Here are the Löwdin charges for atoms 1 to 4, given in e: atom 1 (C): -0.708, atom 2 (O): 0.012, atom 3 (N): 0.173, atom 4 (N): 0.145

---

b.
Here is a 12-piece molecular cluster, C12H48N24O12 overall from the Open Molecules 2025 dataset. Energies are from ωB97M-V with the def2-TZVPD basis set.

## Properties
LUMO level	-0.05	eV
SMILES	NC(N)=O.NC(N)=O.NC(N)=O.NC(N)=O.NC(N)=O.NC(N)=O.NC(N)=O.NC(N)=O.NC(N)=O.NC(N)=O.NC(N)=O.NC(N)=O
HOMO energy	-9.42	eV
HOMO-LUMO gap	9.37	eV

The geometry in ORCA input format:
```
! wB97M-V def2-TZVPD RIJCOSX def2/J DEFGRID3
* xyz 0 1
C -4.851 4.543 5.619
O -5.898 4.468 6.245
N -4.524 4.231 4.391
N -4.063 5.509 6.030
H -3.720 4.735 4.045
H -5.080 3.603 3.827
H -3.133 5.552 5.640
H -4.267 5.897 6.940
C -0.490 0.120 8.089
O 0.182 1.033 8.541
N -0.372 -1.133 8.395
N -1.111 0.220 7.004
H -0.547 -1.779 7.639
H 0.331 -1.308 9.099
H -1.853 -0.409 6.732
H -1.118 1.159 6.630
C 3.221 -3.560 -6.924
O 3.393 -2.367 -6.711
N 3.953 -4.379 -7.644
N 2.115 -4.174 -6.544
H 4.805 -3.953 -7.981
H 4.018 -5.373 -7.479
H 1.299 -3.602 -6.382
H 2.048 -5.093 -6.958
C 5.521 -3.480 2.941
O 6.300 -3.927 3.733
N 4.257 -3.811 3.038
N 5.716 -2.584 1.938
H 4.129 -4.614 3.637
H 3.453 -3.339 2.649
H 4.815 -2.241 1.637
H 6.624 -2.150 1.846
C -8.732 0.410 1.989
O -7.671 0.914 1.527
N -9.950 0.475 1.347
N -8.881 -0.195 3.076
H -10.765 0.122 1.827
H -10.018 1.024 0.502
H -9.548 -0.932 2.899
H -8.002 -0.329 3.556
C 0.299 0.489 0.353
O 1.511 0.723 0.483
N -0.239 -0.221 -0.609
N -0.621 0.911 1.204
H 0.315 -0.423 -1.429
H -1.211 -0.495 -0.618
H -1.607 0.764 1.039
H -0.403 1.570 1.938
C 1.942 5.964 4.998
O 1.085 5.311 4.423
N 2.639 7.029 4.568
N 2.330 5.640 6.181
H 2.313 7.572 3.782
H 3.540 7.302 4.935
H 1.588 5.113 6.619
H 2.740 6.460 6.607
C 6.438 4.357 1.454
O 7.512 4.895 1.312
N 6.219 3.397 2.265
N 5.339 4.632 0.885
H 7.015 3.066 2.791
H 5.336 2.940 2.443
H 5.257 5.462 0.315
H 4.577 3.971 0.933
C -1.060 -0.212 -8.181
O -2.259 -0.228 -8.240
N -0.526 0.003 -7.075
N -0.186 -0.397 -9.165
H -1.124 0.001 -6.261
H 0.435 -0.308 -7.086
H 0.742 -0.777 -9.045
H -0.673 -0.174 -10.022
C -4.490 -3.900 -4.328
O -3.537 -3.286 -3.898
N -5.201 -3.566 -5.377
N -5.067 -4.743 -3.608
H -4.939 -2.814 -5.999
H -6.020 -4.042 -5.727
H -5.993 -5.014 -3.906
H -4.867 -4.706 -2.619
C -1.028 -6.575 -0.384
O -1.995 -6.113 0.248
N -0.701 -7.817 -0.351
N -0.299 -5.881 -1.180
H -1.042 -8.253 0.494
H 0.069 -8.138 -0.920
H 0.514 -6.220 -1.674
H -0.753 -5.065 -1.564
C 3.927 3.161 -4.533
O 3.071 3.875 -4.111
N 4.454 2.215 -3.852
N 4.507 3.223 -5.656
H 5.114 1.509 -4.145
H 3.846 1.995 -3.077
H 5.340 2.652 -5.652
H 4.245 3.889 -6.368
*
```

Here are the Löwdin charges for atoms 1 to 4, given in e: atom 1 (C): -0.760, atom 2 (O): 0.020, atom 3 (N): 0.164, atom 4 (N): 0.127

---

Relative to the most stable one, in kJ/mol, the structures come out at a 0.0; b 689.1.

---

a.
Here is an isolated ion of composition C4H10NO2 and charge +1 from the Open Molecules 2025 dataset. Energies are from ωB97M-V with the def2-TZVPD basis set.

## Properties
LUMO level	-3.28	eV
SMILES	C/C(=C/[NH3+])C(O)O
HOMO energy	-14.48	eV
HOMO-LUMO gap	11.20	eV

The geometry in ORCA input format:
```
! wB97M-V def2-TZVPD RIJCOSX def2/J DEFGRID3
* xyz 1 1
C 0.857 -1.049 0.182
C 0.741 0.243 -0.076
C 1.818 1.247 -0.400
C -0.816 0.826 0.087
N -0.347 -1.870 0.229
O -1.380 0.368 1.293
O -1.542 0.314 -1.065
H 1.797 -1.628 0.173
H 2.140 1.097 -1.405
H 2.535 1.194 0.300
H 1.400 2.238 -0.294
H -0.688 1.901 0.004
H -1.155 -1.308 -0.208
H -0.597 -1.900 1.264
H -0.277 -2.862 0.050
H -2.357 0.298 1.404
H -2.130 0.891 -1.539
*
```

Here are the Löwdin charges for atoms 1 to 4, given in e: atom 1 (C): -0.058, atom 2 (C): -0.121, atom 3 (C): 0.006, atom 4 (C): -0.303

---

b.
Here is a 2-piece molecular cluster, C4H10NO2 overall from the Open Molecules 2025 dataset. Energies are from ωB97M-V with the def2-TZVPD basis set.

## Properties
LUMO level	-4.48	eV
HOMO energy	-13.18	eV
HOMO-LUMO gap	8.71	eV

The geometry in ORCA input format:
```
! wB97M-V def2-TZVPD RIJCOSX def2/J DEFGRID3
* xyz 1 1
C -1.883 0.572 -0.453
C -0.985 -0.667 -0.742
C -1.089 0.809 0.841
C 2.053 0.064 0.165
N -0.363 -0.367 0.558
O 2.451 -0.709 1.115
O 2.272 -0.296 -1.095
H -2.088 1.337 -1.210
H -2.878 0.116 -0.180
H -1.545 -1.696 -0.731
H -0.349 -0.448 -1.630
H -0.335 1.751 0.786
H -1.541 0.848 1.768
H 1.686 1.011 0.538
H -0.278 -1.186 1.097
H 2.831 -1.533 0.865
H 2.040 0.393 -1.692
*
```

Here are the Löwdin charges for atoms 1 to 4, given in e: atom 1 (C): -0.129, atom 2 (C): -0.156, atom 3 (C): -0.187, atom 4 (C): -0.137

---

Relative to the most stable one, in kJ/mol, the structures come out at a 0.0; b 120.2.